239
Properties=species:S:1:pos:R:3 method="wB97M-V/def2-TZVPD" lumo_ev=0.52 de_lowest_kcal_mol=0.00 molar_mass_g_mol=1306.9 e_tot_ha=-4331.74608 homo_lumo_gap_ev=8.746 smiles=COC[C@H](C)N.COC[C@H](C)N.COC[C@H](C)N.COC[C@H](C)N.COCCNCCOC.COCCNCCOC.COCCNCCOC.COCCNCCOC.COCCNCCOC.COCCNCCOC.COCCNCCOC.O
C -13.83 30.43 -3.34
O -14.42 31.65 -3.87
C -13.50 32.26 -4.82
C -14.22 33.56 -5.28
N -14.19 33.95 -6.71
C -14.84 32.98 -7.55
C -14.87 33.44 -8.98
O -13.57 33.37 -9.53
C -13.65 33.83 -10.88
H -13.89 29.58 -4.06
H -14.35 30.19 -2.39
H -12.79 30.70 -3.21
H -13.43 31.62 -5.74
H -12.47 32.35 -4.45
H -13.81 34.41 -4.73
H -15.28 33.37 -5.12
H -13.28 34.26 -7.08
H -15.84 32.80 -7.14
H -14.38 32.02 -7.66
H -15.31 34.41 -9.16
H -15.53 32.65 -9.49
H -12.65 33.74 -11.29
H -13.72 34.94 -10.94
H -14.42 33.32 -11.50
C -22.85 24.88 -4.68
O -21.59 24.17 -4.46
C -20.86 23.99 -5.65
C -19.44 23.63 -5.17
N -18.70 24.70 -4.54
C -18.51 25.89 -5.36
C -17.31 26.65 -4.93
O -16.17 26.11 -5.56
C -15.01 26.83 -5.07
H -23.45 24.82 -3.77
H -23.48 24.38 -5.44
H -22.71 25.95 -4.93
H -20.82 24.97 -6.20
H -21.33 23.17 -6.26
H -18.87 23.27 -5.98
H -19.48 22.89 -4.32
H -19.18 25.09 -3.75
H -19.43 26.42 -5.31
H -18.31 25.61 -6.41
H -17.17 26.66 -3.79
H -17.46 27.70 -5.19
H -14.17 26.20 -5.29
H -15.09 26.86 -3.97
H -14.90 27.82 -5.50
C -9.16 38.28 -5.64
O -9.93 38.96 -4.69
C -10.25 38.16 -3.62
C -10.95 38.90 -2.49
N -11.54 37.97 -1.53
C -12.92 37.50 -1.76
C -13.00 35.98 -1.55
O -14.29 35.55 -1.73
C -14.30 34.11 -1.63
H -8.29 37.81 -5.22
H -8.81 39.04 -6.33
H -9.79 37.52 -6.12
H -9.29 37.77 -3.25
H -10.93 37.35 -3.97
H -11.60 39.61 -2.94
H -10.13 39.51 -2.02
H -11.44 38.27 -0.58
H -13.17 37.87 -2.73
H -13.70 37.98 -1.12
H -12.59 35.79 -0.54
H -12.33 35.53 -2.29
H -13.94 33.72 -0.67
H -13.78 33.57 -2.43
H -15.36 33.91 -1.65
C -17.77 29.68 -7.40
O -16.94 28.70 -7.94
C -16.81 28.82 -9.32
C -15.64 27.94 -9.76
N -15.84 26.58 -9.27
C -14.83 25.55 -9.69
C -14.94 25.34 -11.19
O -13.94 25.99 -11.87
C -13.72 25.38 -13.14
H -17.62 29.79 -6.27
H -18.82 29.42 -7.62
H -17.38 30.62 -7.76
H -16.59 29.77 -9.68
H -17.70 28.39 -9.83
H -14.66 28.45 -9.46
H -15.60 27.94 -10.83
H -15.80 26.57 -8.26
H -15.14 24.71 -9.16
H -13.77 25.82 -9.42
H -15.93 25.68 -11.56
H -14.87 24.24 -11.44
H -12.86 25.93 -13.63
H -14.63 25.52 -13.82
H -13.57 24.27 -13.09
C -20.58 31.41 -5.60
O -20.95 32.64 -6.15
C -19.85 33.46 -6.50
C -20.14 34.50 -7.52
N -20.37 34.02 -8.91
C -19.19 33.35 -9.52
C -18.62 33.99 -10.76
O -17.66 33.13 -11.33
C -17.50 33.36 -12.71
H -20.12 31.58 -4.60
H -19.82 30.85 -6.16
H -21.43 30.72 -5.52
H -19.00 32.80 -6.81
H -19.48 33.89 -5.54
H -19.33 35.24 -7.55
H -21.03 35.04 -7.21
H -21.20 33.51 -8.97
H -19.41 32.29 -9.93
H -18.47 33.35 -8.71
H -18.22 34.98 -10.47
H -19.46 34.08 -11.50
H -17.05 34.35 -12.91
H -18.44 33.24 -13.32
H -16.80 32.55 -13.02
C -23.52 32.47 -0.34
O -22.34 33.11 -0.97
C -22.51 33.03 -2.37
C -21.30 33.65 -2.99
N -21.06 35.03 -2.55
C -21.77 35.98 -3.51
C -20.76 36.49 -4.50
O -21.34 37.05 -5.62
C -20.40 37.57 -6.56
H -23.35 32.51 0.73
H -23.74 31.45 -0.76
H -24.50 33.08 -0.55
H -23.46 33.54 -2.65
H -22.67 31.97 -2.68
H -21.46 33.54 -4.05
H -20.41 33.06 -2.69
H -21.49 35.21 -1.68
H -22.23 36.75 -2.92
H -22.58 35.53 -4.07
H -20.02 35.66 -4.68
H -20.17 37.23 -3.99
H -19.55 36.92 -6.66
H -20.08 38.57 -6.35
H -21.00 37.75 -7.46
C -20.39 28.08 -1.87
O -19.99 26.69 -1.74
C -20.12 26.28 -0.45
C -21.42 25.48 -0.15
N -22.69 26.18 -0.18
C -22.80 27.33 0.74
C -24.20 27.58 1.05
O -24.87 27.92 -0.11
C -26.24 28.11 0.09
H -20.20 28.42 -2.92
H -19.83 28.70 -1.07
H -21.47 28.11 -1.70
H -20.05 27.08 0.25
H -19.34 25.60 -0.26
H -21.34 24.99 0.82
H -21.52 24.76 -0.94
H -22.93 26.43 -1.16
H -22.54 28.26 0.28
H -22.09 27.15 1.59
H -24.30 28.38 1.86
H -24.70 26.66 1.45
H -26.70 28.54 -0.80
H -26.54 28.83 0.86
H -26.76 27.19 0.35
C -12.70 27.07 4.37
C -13.52 27.30 3.14
C -12.62 27.97 2.11
O -13.38 28.48 1.10
C -13.88 29.79 1.02
N -14.11 26.07 2.46
H -11.72 26.61 4.16
H -13.22 26.31 5.00
H -12.56 27.96 4.94
H -14.19 28.13 3.48
H -11.91 27.17 1.74
H -11.90 28.65 2.55
H -13.11 30.55 1.25
H -14.74 29.92 1.73
H -14.30 29.96 0.02
H -15.05 25.79 2.75
H -14.18 26.32 1.48
C -16.26 27.32 -0.54
C -15.40 26.01 -0.54
C -15.91 24.85 -1.39
O -17.14 24.38 -0.93
C -17.66 23.29 -1.61
N -14.00 26.27 -0.91
H -15.84 28.06 0.16
H -17.19 27.00 -0.16
H -16.31 27.76 -1.59
H -15.51 25.68 0.50
H -15.18 24.08 -1.21
H -16.00 25.05 -2.50
H -18.76 23.35 -1.43
H -17.23 22.36 -1.28
H -17.47 23.32 -2.65
H -13.68 27.13 -0.36
H -13.44 25.44 -0.76
C -15.28 37.45 -5.80
C -16.22 36.57 -4.94
C -17.25 37.48 -4.23
O -16.69 37.92 -3.01
C -17.48 38.90 -2.49
N -17.00 35.58 -5.81
H -14.82 38.16 -5.15
H -15.65 37.96 -6.65
H -14.45 36.85 -6.14
H -15.57 36.08 -4.16
H -18.18 36.82 -4.02
H -17.71 38.25 -4.92
H -17.17 39.12 -1.45
H -18.55 38.65 -2.39
H -17.32 39.79 -3.12
H -16.24 35.27 -6.37
H -17.30 34.85 -5.17
C -17.67 30.24 -3.15
C -18.31 31.50 -2.57
C -18.00 31.67 -1.07
O -18.60 30.55 -0.46
C -18.62 30.69 0.97
N -17.77 32.61 -3.38
H -17.79 29.46 -2.43
H -16.59 30.34 -3.34
H -18.07 29.93 -4.07
H -19.32 31.38 -2.73
H -18.57 32.61 -0.76
H -16.93 31.70 -0.86
H -17.62 30.77 1.39
H -19.22 29.80 1.40
H -19.12 31.60 1.28
H -16.77 32.66 -3.20
H -18.06 33.51 -2.94
O -18.07 35.49 -1.30
H -18.86 35.70 -1.77
H -17.48 36.21 -1.56